*A*
C4H11N2 | ωB97M-V/def2-TZVPD

Structure (XYZ):
```
17
C4H11N2 | the OMol25 dataset | ωB97M-V/def2-TZVPD
C -1.44 -0.51 -0.43
C -0.29 0.43 -0.42
C -0.39 1.82 0.15
C 1.42 -1.25 0.17
N -1.08 -0.83 0.92
N 1.11 -0.12 -0.74
H -2.39 -0.14 -0.51
H -1.34 -1.36 -1.02
H -0.63 2.57 -0.58
H 0.53 2.00 0.84
H -1.31 1.76 0.82
H 2.39 -1.66 -0.09
H 1.55 -0.79 1.24
H 0.52 -1.85 0.37
H -1.56 -0.21 1.61
H 1.18 -0.57 -1.57
H 1.70 0.71 -0.75
```

The net charge is +1. The HOMO energy comes out at -13.836 eV. For the frontier orbital gap, the calculation gives 9.49 eV.



*B*
C4H11N2 | ωB97M-V/def2-TZVPD

Structure (XYZ):
```
17
C4H11N2 | the OMol25 dataset | ωB97M-V/def2-TZVPD
C 1.54 -0.22 0.19
C -1.95 1.97 -0.15
C 0.13 -2.53 -0.63
C -0.45 -1.31 -0.50
N 2.20 0.62 0.95
N 0.28 -0.32 0.22
H 2.10 -0.85 -0.41
H -2.64 2.65 0.29
H -2.29 1.63 -1.14
H -1.91 1.12 0.60
H -1.02 2.38 -0.25
H 0.97 -2.81 -0.08
H -0.23 -3.14 -1.49
H -1.43 -1.25 -1.01
H 3.20 0.54 0.95
H 1.75 1.20 1.65
H -0.26 0.31 0.80
```

The net charge is +1. The HOMO energy comes out at -14.154 eV. For the frontier orbital gap, the calculation gives 10.28 eV.



*C*
C4H11N2 | ωB97M-V/def2-TZVPD

Structure (XYZ):
```
17
C4H11N2 | the OMol25 dataset | ωB97M-V/def2-TZVPD
C 0.00 -1.61 0.27
C 0.96 -0.43 0.10
C 0.31 0.84 -0.42
C 0.89 2.00 -0.08
N -0.62 0.65 -1.47
N -1.14 -1.13 1.28
H 0.42 -2.42 0.86
H -0.54 -1.95 -0.60
H 1.58 -0.80 -0.73
H 1.53 -0.20 0.99
H 0.89 2.94 -0.60
H 1.41 2.04 0.87
H -1.49 0.20 -1.39
H -0.50 1.36 -2.17
H -1.07 -0.12 1.05
H -0.92 -1.20 2.27
H -2.08 -1.53 1.23
```

As for the SMILES: C=C(N)CC[NH3+]. The net charge is +1. The HOMO energy comes out at -12.484 eV. For the frontier orbital gap, the calculation gives 8.82 eV.



Most stable one: *B*, least stable one: *A*.



*A*
C4H11N2 | ωB97M-V/def2-TZVPD

Structure (XYZ):
```
17
C4H11N2 | the OMol25 dataset | ωB97M-V/def2-TZVPD
C -1.53 0.15 1.30
C 2.88 0.09 0.24
C -1.01 1.13 -0.75
C -1.17 -1.35 -0.55
N 1.67 -0.37 0.52
N -1.20 -0.03 0.07
H -1.75 0.98 1.88
H -1.75 -0.79 1.81
H 2.84 1.24 0.38
H 3.84 -0.05 0.77
H 3.23 -0.23 -0.74
H -0.20 0.86 -1.50
H -1.98 1.49 -0.99
H -0.48 1.90 -0.20
H -1.03 -2.25 0.24
H -2.10 -1.42 -1.16
H -0.26 -1.34 -1.32
```

The net charge is +1. The HOMO energy (alpha / beta) comes out at -13.205 / -12.930 eV. For the frontier orbital gap (alpha / beta), the calculation gives 8.44 / 8.24 eV.



*B*
C4H11N2 | ωB97M-V/def2-TZVPD

Structure (XYZ):
```
17
C4H11N2 | the OMol25 dataset | ωB97M-V/def2-TZVPD
C 1.24 0.40 0.10
C 0.30 0.17 -1.03
C -1.13 0.60 -0.77
C -1.76 -0.31 0.27
N -0.84 -0.27 1.40
N 2.21 -0.61 0.21
H 0.18 0.23 1.16
H 1.79 1.34 0.19
H 0.72 0.61 -1.93
H 0.37 -0.88 -1.31
H -1.07 1.59 -0.26
H -1.74 0.86 -1.64
H -2.72 0.14 0.50
H -1.82 -1.33 -0.12
H 2.06 -1.24 0.99
H 3.16 -0.24 0.22
H -0.93 -1.08 2.02
```

As for the SMILES: NCCCC=[NH2+]. The net charge is +1. The HOMO energy comes out at -14.070 eV. For the frontier orbital gap, the calculation gives 7.00 eV.



Most stable one: *B*, least stable one: *A*.